(w)
Molecular formula: C5H15NO2
Method: DFT, wB97M-V/def2-TZVPD

Results
- LUMO: 0.88 eV
- Gap between HOMO and LUMO: 9.415 eV
- SMILES: CNCCCCO.O

Each line ends with the Löwdin charge.
Element x y z (Å)
C -1.3032 -0.4238 -2.3619  -0.107
N -0.9949 -0.2618 -0.9383  -0.126
C 0.3427 -0.1089 -0.5796  -0.243
C 0.5591 1.3416 0.1922  -0.142
C 0.8891 1.3686 1.7148  -0.214
C 0.1580 0.2554 2.4293  -0.208
O -0.2525 0.8377 3.7509  -0.115
H -2.0555 0.2584 -2.7683  0.069
H -0.4095 -0.3344 -3.0182  0.091
H -1.7012 -1.4559 -2.4080  0.069
H -1.6713 -0.3817 -0.2761  0.077
H 0.9475 0.0674 -1.4757  0.104
H 0.8968 -0.9188 -0.1822  0.085
H -0.3847 1.8502 0.1195  0.086
H 1.3189 2.0102 -0.2968  0.106
H 1.9571 1.5549 1.8521  0.101
H 0.4939 2.3683 2.1282  0.132
H 0.5110 -0.7479 2.4676  0.101
H -0.8809 0.1418 2.1084  0.112
H 0.4326 1.4288 4.0611  0.054
O 0.6566 -3.2151 -2.1967  0.030
H -0.0024 -2.9807 -2.7940  -0.005
H 0.4927 -2.6544 -1.5282  -0.058

***

(x)
Molecular formula: C5H15NO2
Method: DFT, wB97M-V/def2-TZVPD

Results
- LUMO: -2.61 eV
- Gap between HOMO and LUMO: 5.114 eV

Each line ends with the Löwdin charge.
Element x y z (Å)
C -1.6897 -1.4926 -0.9258  -0.065
C -0.3319 -0.8409 -0.7461  -0.198
N -0.3321 0.6523 -0.9858  -0.096
C -1.3154 1.3604 -0.2819  0.008
C 1.1012 0.9617 -0.9648  -0.135
C 2.2354 0.4752 0.1226  -0.380
O 2.3828 -0.8566 -0.1164  -0.274
H -2.4143 -1.1188 -0.2115  0.057
H -1.6786 -2.5684 -0.8954  0.079
H -2.0678 -1.2102 -1.9220  0.084
H 0.4784 -1.2555 -1.3000  0.101
H 0.0130 -0.9989 0.2895  0.121
H -0.8968 2.4002 -0.0304  0.115
H -2.3028 1.4966 -0.8516  0.136
H -1.3109 0.6050 1.1375  0.016
H 1.4465 0.4056 -1.8538  0.127
H 1.2077 2.0434 -1.1799  0.119
H 1.8603 0.7820 1.1278  0.070
H 3.1423 1.1658 -0.0417  0.121
H -1.5497 0.3995 2.6958  0.017
H 1.5293 -1.0467 2.5570  0.028
H 2.2480 -1.3293 2.4949  0.050
O -1.7549 -0.0298 1.8818  -0.102

***

(y)
Molecular formula: C5H15NO2
Method: DFT, wB97M-V/def2-TZVPD

Results
- LUMO: 0.61 eV
- Gap between HOMO and LUMO: 9.764 eV
- SMILES: CCCNCCO.O

Each line ends with the Löwdin charge.
Element x y z (Å)
C -0.6227 -3.2753 -0.2655  -0.101
C -0.2144 -2.1230 0.6387  -0.258
C -0.7245 -0.7382 0.2663  -0.244
N -0.0052 0.3269 0.9481  -0.083
C -0.0372 1.6179 0.2696  -0.203
C -1.0213 2.5764 0.9739  -0.255
O -0.9733 2.4118 2.3797  -0.085
H -0.6748 -4.1800 0.3341  0.070
H -1.4891 -3.1022 -0.9002  0.073
H 0.1727 -3.4704 -0.9753  0.065
H 0.8525 -2.0969 0.7450  0.092
H -0.4511 -2.2755 1.6951  0.109
H -0.7130 -0.6127 -0.7852  0.095
H -1.7628 -0.7001 0.6055  0.123
H 0.9193 0.0277 1.1913  0.105
H 0.9396 2.0914 0.1806  0.116
H -0.3806 1.4770 -0.7592  0.105
H -0.8862 3.5774 0.5919  0.109
H -2.0267 2.2439 0.7045  0.104
H -0.8267 1.4600 2.4927  0.063
O 3.4798 1.8364 -3.1610  -0.069
H 2.5773 1.8243 -3.5112  0.033
H 3.8685 1.1031 -3.6594  0.035

***

Which is most stable, and by how much? (y), by 39.6 kcal/mol.

***

(w)
Molecular formula: C5H15NO2
Method: DFT, wB97M-V/def2-TZVPD

Results
- LUMO: 0.38 eV
- Gap between HOMO and LUMO: 8.896 eV
- SMILES: C/C=C(\C)NC.O.O

Each line ends with the Löwdin charge.
Element x y z (Å)
C 1.8778 3.2240 -2.1309  -0.106
C 1.8541 1.7194 -2.1576  -0.128
C 1.5730 0.8613 -1.1377  -0.390
C 1.0473 1.5530 0.1380  -0.062
N 1.7002 -0.5133 -1.0354  -0.063
C 0.4758 -1.1787 -1.5388  -0.112
H 0.7829 3.4612 -2.4067  0.102
H 2.1281 3.7325 -1.2587  0.043
H 2.3026 3.5375 -3.1258  0.084
H 2.3218 1.2439 -2.9799  0.082
H 1.9092 1.8264 0.7829  0.083
H 0.4722 0.8863 0.8857  0.093
H 0.3856 2.3381 -0.1244  0.044
H 2.6137 -0.8068 -1.2395  0.095
H 0.7604 -2.2581 -1.7070  0.087
H -0.3897 -1.1165 -0.8081  0.093
H 0.0600 -1.0116 -2.5163  0.057
O -4.0749 -4.5618 3.1750  -0.106
H -4.2934 -3.5645 2.9633  0.072
H -3.5670 -4.4282 3.9475  -0.023
O -3.3153 -2.0502 3.9425  -0.004
H -3.2616 -1.1903 3.5477  0.050
H -3.3627 -1.7036 4.7841  0.010

***

(x)
Molecular formula: C5H15NO2
Method: DFT, wB97M-V/def2-TZVPD

Results
- LUMO: 0.80 eV
- Gap between HOMO and LUMO: 9.675 eV
- SMILES: C[C@H](CO)N(C)C.O

Each line ends with the Löwdin charge.
Element x y z (Å)
C -0.1972 -1.5011 1.3923  -0.061
C -0.0660 -0.2127 0.5469  -0.335
C -1.5921 0.2211 0.1330  -0.221
O -2.0361 1.2139 1.0258  -0.076
N 0.8700 -0.4033 -0.5933  -0.279
C 2.2765 -0.3184 -0.0630  -0.072
C 0.7098 -1.5331 -1.4535  -0.148
H 0.7913 -1.7794 1.7736  0.056
H -0.5379 -2.4119 0.6745  0.128
H -0.8337 -1.3860 2.2358  0.063
H 0.3406 0.6747 1.0568  0.123
H -2.1048 -0.7109 0.4205  0.106
H -1.6851 0.6045 -0.8746  0.096
H -1.3819 1.9198 0.9799  0.065
H 2.2465 0.5556 0.5475  0.061
H 3.0550 -0.1827 -0.7936  0.074
H 2.5396 -1.1817 0.7070  0.118
H -0.3615 -1.7978 -1.8528  0.123
H 1.3738 -1.3665 -2.3630  0.095
H 1.1044 -2.5062 -1.1383  0.067
O -0.1031 2.2704 -0.7811  -0.099
H -0.6202 2.4726 -1.5722  0.053
H 0.4551 1.4701 -1.0796  0.064

***

Which is most stable, and by how much? (x), by 19.4 kcal/mol.

***

(w)
Molecular formula: C5H10N2O2
Method: DFT, wB97M-V/def2-TZVPD

Results
- LUMO: 0.67 eV
- Gap between HOMO and LUMO: 10.744 eV
- SMILES: C[C@@H](O)C#N.CC(N)=O

Each line ends with the Löwdin charge.
Element x y z (Å)
C 1.5235 2.5306 1.1466  -0.033
C 0.2135 1.8189 0.8207  -0.443
O 0.1632 1.3998 -0.5250  -0.133
C 0.1204 0.5154 1.4311  -0.130
N -0.0428 -0.5661 1.8253  0.155
H 1.5914 2.7585 2.2097  0.085
H 2.3695 1.9062 0.8619  0.090
H 1.5709 3.4524 0.5699  0.083
H -0.6537 2.4367 1.1110  0.149
H -0.3108 0.4877 -0.9868  0.104
C -0.7713 -2.5896 -0.1225  -0.041
C -0.2654 -1.9940 -1.3597  -0.535
N -0.9384 -0.7391 -1.6965  0.098
O 0.7712 -2.2330 -1.9326  0.082
H -0.2409 -3.5076 0.1146  0.081
H -1.8429 -2.7742 -0.1570  0.073
H -0.5507 -1.7372 0.8079  0.086
H -0.7875 -0.4774 -2.6627  0.118
H -1.9195 -0.6878 -1.4559  0.112

***

(x)
Molecular formula: C5H10N2O2
Method: DFT, wB97M-V/def2-TZVPD

Results
- LUMO: 0.26 eV
- Gap between HOMO and LUMO: 8.499 eV
- SMILES: C=C(C[N+](=O)[O-])N(C)C

Each line ends with the Löwdin charge.
Element x y z (Å)
C -0.9196 0.8986 -1.4578  0.021
C -0.4937 0.3181 -0.3457  -0.236
C -1.3822 -1.2280 0.0178  0.026
N -0.7679 -2.2535 -0.7741  -0.439
O 0.2143 -2.8020 -0.3170  0.058
O -1.2633 -2.5028 -1.8499  0.084
N 0.4491 0.6977 0.5487  -0.217
C 1.0944 -0.2349 1.4493  -0.057
C 1.1460 1.9272 0.2401  -0.070
H -0.4774 1.7982 -1.8462  0.044
H -1.7254 0.4815 -2.0303  0.051
H -1.2691 -1.4111 1.0805  0.108
H -2.3998 -1.0342 -0.2964  0.112
H 0.5541 -0.2823 2.4027  0.091
H 1.1605 -1.2384 1.0265  0.068
H 2.1059 0.1071 1.6555  0.085
H 1.7852 2.1991 1.0771  0.085
H 1.7648 1.8301 -0.6612  0.098
H 0.4239 2.7295 0.0804  0.089

***

(y)
Molecular formula: C5H10N2O2
Method: DFT, wB97M-V/def2-TZVPD

Results
- LUMO: 0.58 eV
- Gap between HOMO and LUMO: 9.408 eV
- SMILES: C=CC(=O)NN.C=CO

Each line ends with the Löwdin charge.
Element x y z (Å)
C -1.2124 1.4100 -1.0031  0.032
C -1.5579 0.2052 -0.5717  -0.083
C -0.7779 -1.0722 -0.6043  -0.517
O -1.3607 -2.1422 -0.5186  0.045
N 0.4701 -1.0897 -1.1954  -0.025
N 1.3624 -0.0103 -1.3475  0.014
H -0.2488 1.6418 -1.4074  0.040
H -1.9141 2.2286 -0.9577  0.066
H -2.5622 0.0290 -0.2104  0.108
H 0.7388 -2.0086 -1.5392  0.150
H 1.4208 0.2792 -2.3217  0.100
H 2.2908 -0.2990 -1.0544  0.098
C 0.4131 -0.7438 2.0289  -0.004
C 0.2539 0.5860 2.0802  -0.274
O 0.7611 1.4817 1.2032  -0.024
H -0.0186 -1.3681 2.7855  0.052
H 1.1349 -1.2018 1.3496  0.060
H -0.3496 1.0679 2.8321  0.111
H 1.1561 1.0066 0.4519  0.049

***

(z)
Molecular formula: C5H10N2O2
Method: DFT, wB97M-V/def2-TZVPD

Results
- LUMO: 0.81 eV
- Gap between HOMO and LUMO: 7.863 eV

Each line ends with the Löwdin charge.
Element x y z (Å)
C -0.0607 -1.9681 0.4766  -0.001
C 0.6566 0.6453 -0.3833  -0.328
C -0.7363 0.4998 0.2828  -0.230
C -0.2495 -0.5763 0.9924  -0.328
N -1.2373 1.6054 1.0379  0.046
N 0.0375 -0.3835 -2.4629  0.041
C 0.9260 0.2942 -1.6549  -0.160
O 1.5613 1.4657 0.2885  0.014
O -0.0920 -0.5001 2.3615  0.059
H 1.5323 1.2461 1.2280  0.093
H -0.5040 0.3209 2.6663  0.095
H -0.6618 2.4387 0.9665  0.082
H -2.1855 1.8307 0.7654  0.077
H -0.9125 -0.3600 -2.0979  0.079
H 0.1100 -0.1898 -3.4506  0.081
H 1.8625 0.5937 -2.1041  0.122
H -0.8792 -2.5855 0.8492  0.098
H -0.0410 -1.9859 -0.6079  0.068
H 0.8735 -2.3912 0.8465  0.094

***

Which is most stable, and by how much? (w), by 21.0 kcal/mol.

***

(w)
Molecular formula: C5H12NO
Method: DFT, wB97M-V/def2-TZVPD

Results
- LUMO: 2.45 eV
- Gap between HOMO and LUMO: 3.742 eV
- Net charge: -1

Each line ends with the Löwdin charge.
Element x y z (Å)
C -3.6570 -1.0320 -0.9447  -0.475
N -3.1749 -0.3224 0.2270  -0.284
C 1.0642 0.6939 0.0692  -0.114
C 2.2691 0.2535 0.5917  -0.059
C 3.3456 -0.0506 -0.4194  -0.499
O 2.8345 -1.0328 -1.2017  -0.309
C -0.0348 1.0779 0.9868  -0.079
H -4.7558 -0.9741 -1.0870  0.007
H -3.2332 -0.5606 -1.8454  0.010
H -3.3167 -2.0816 -1.0021  0.022
H -3.0102 -1.0520 0.9212  -0.135
H 1.0478 0.9609 -0.9761  0.153
H 1.3554 -0.5298 0.1676  0.216
H 2.4238 0.4692 1.6452  0.144
H 4.2925 -0.3091 0.1040  0.087
H 3.5668 0.8843 -0.9896  0.098
H 0.1064 2.1173 1.3070  0.088
H -1.0416 1.0289 0.5631  0.039
H -0.0818 0.4591 1.8831  0.088

***

(x)
Molecular formula: C5H12NO
Method: DFT, wB97M-V/def2-TZVPD

Results
- LUMO: 3.93 eV
- Gap between HOMO and LUMO: 6.329 eV
- SMILES: CC[C@@H](C)NC[O-]
- Net charge: -1

Each line ends with the Löwdin charge.
Element x y z (Å)
C -0.7115 -0.8157 1.9027  -0.150
C -0.8287 -0.5200 0.4096  -0.209
C -0.0190 0.7002 -0.1428  -0.411
C 0.9110 1.3547 0.8893  -0.090
N 0.7995 0.3261 -1.3043  -0.077
C 0.1059 -0.3802 -2.4416  -0.560
O -0.3164 -1.6240 -2.2032  -0.353
H -0.8988 0.0110 2.5958  0.061
H -1.3656 -1.6326 2.1642  0.049
H 0.2667 -1.2389 2.1499  0.059
H -0.4670 -1.3721 -0.1539  0.071
H -1.8858 -0.4271 0.1448  0.100
H -0.7091 1.4324 -0.5172  0.108
H 1.2721 0.6154 1.6058  0.050
H 0.3979 2.1545 1.4271  0.063
H 1.7765 1.7749 0.3846  0.058
H 1.4948 -0.3534 -0.9990  0.088
H 0.8901 -0.3547 -3.2213  0.064
H -0.7127 0.3493 -2.6905  0.080

***

Which is most stable, and by how much? (x), by 126.7 kcal/mol.

***

(w)
Molecular formula: C5H12NO
Method: DFT, wB97M-V/def2-TZVPD

Results
- LUMO: 4.12 eV
- Gap between HOMO and LUMO: 6.976 eV
- SMILES: CC[C@@H](C[O-])NC
- Net charge: -1

Each line ends with the Löwdin charge.
Element x y z (Å)
C -2.0122 0.7789 -1.0569  -0.112
C -0.4388 0.4961 -0.8931  -0.236
C -0.0550 0.2197 0.6329  -0.340
C -0.7778 -1.1754 1.1195  -0.431
O 0.1809 -2.0804 1.4508  -0.359
N 1.3475 -0.0222 1.0358  -0.119
C 2.4816 0.0983 0.0237  -0.146
H -2.0697 1.3333 -2.0019  0.048
H -2.6071 -0.1350 -1.2131  0.055
H -2.1961 1.3864 -0.1903  0.042
H -0.2259 -0.3918 -1.5611  0.109
H 0.0357 1.1541 -1.4443  0.011
H -0.5928 1.1213 1.2155  0.122
H -1.4776 -0.7557 1.9940  0.091
H -1.4256 -1.5082 0.2003  0.083
H 1.3644 -1.0836 1.2310  0.047
H 2.1811 -0.1142 -1.0372  0.068
H 3.3134 -0.4280 0.2936  0.006
H 2.9739 1.1065 0.2008  0.061

***

(x)
Molecular formula: C5H12NO
Method: DFT, wB97M-V/def2-TZVPD

Results
- LUMO: 4.30 eV
- Gap between HOMO and LUMO: 7.430 eV
- Net charge: -1

Each line ends with the Löwdin charge.
Element x y z (Å)
C -2.6393 -0.3326 -0.6084  -0.086
C -2.6645 0.9514 -0.1907  -0.392
N -1.7417 1.6539 0.5247  -0.012
H -1.8171 -1.0026 -0.4076  0.007
H -3.4603 -0.6796 -1.2203  -0.004
H -3.5161 1.5640 -0.5054  0.073
H -0.6504 1.2341 0.8173  0.014
H -2.1681 2.3938 1.0474  0.031
C 1.1348 0.5965 -0.2107  -0.448
O 0.5774 0.8361 1.0229  -0.285
C 1.4498 -0.8869 -0.4108  -0.278
C 2.4294 -1.4007 0.6379  -0.141
H 2.0934 1.1497 -0.3512  0.087
H 0.4958 0.9401 -1.0509  0.092
H 1.8810 -1.0407 -1.4147  0.091
H 0.5157 -1.4528 -0.3967  0.081
H 2.9265 -2.3299 0.3424  0.049
H 1.9441 -1.5488 1.6005  0.059
H 3.2095 -0.6449 0.7743  0.062

***

(y)
Molecular formula: C5H12NO
Method: DFT, wB97M-V/def2-TZVPD

Results
- LUMO: 3.88 eV
- Gap between HOMO and LUMO: 6.616 eV
- SMILES: CC[C@@H](C)NC[O-]
- Net charge: -1

Each line ends with the Löwdin charge.
Element x y z (Å)
C -1.0456 -1.8491 0.4027  -0.126
C 0.2250 -0.9998 0.3305  -0.232
C -0.1031 0.5006 0.2511  -0.501
C -0.3909 1.1047 1.6379  -0.094
N 1.0087 1.1775 -0.4197  -0.058
C 0.9226 0.8753 -2.1090  -0.506
O 1.9134 0.1780 -2.5835  -0.315
H -1.6321 -1.7253 -0.5118  0.063
H -0.9218 -2.8923 0.6988  0.054
H -1.8301 -1.3728 1.0428  0.061
H 0.8872 -1.1647 1.1831  0.101
H 0.7514 -1.2165 -0.6143  0.100
H -0.9459 0.7218 -0.4158  0.116
H 0.2175 0.7254 2.4771  0.064
H -1.3610 0.6716 1.8822  0.043
H -0.3835 2.1971 1.6424  0.061
H 1.8883 0.6951 -0.2404  0.051
H 0.8946 1.9364 -2.4857  0.062
H -0.0947 0.4370 -2.1684  0.058

***

Which is most stable, and by how much? (x), by 10.7 kcal/mol.